(1)
DFT (the ωB97M-V functional and the def2-TZVPD basis) results for C4H9NO in the gas phase at a distorted geometry.

The value obtained for the LUMO energy is 0.785 eV. The SMILES is CC(=O)N(C)C. Its molar mass is 87.12 g/mol. Its energy above the lowest of the compared OMol25 structures with the same formula, charge and spin is 38.0 kcal per mole. The value obtained for the orbital gap is 0.3727 Eh. The value obtained for the highest occupied orbital energy is -9.4 eV. The net charge is 0. As for the total energy: -7830.6720 eV. The largest force on an atom comes out at 3.310 eV/Å.

Each line ends with the natural charge from an NBO analysis.
Element x y z (Å)
C (1.19320, 0.20674, -1.62195)  -0.72
C (-0.07383, 0.55419, -0.88551)  0.67
O (-0.82465, 1.42311, -1.36616)  -0.63
N (-0.44019, -0.12971, 0.22218)  -0.45
C (0.49934, -1.00246, 0.98576)  -0.43
C (-1.49623, 0.45774, 1.00862)  -0.44
H (1.15439, -0.90199, -1.98404)  0.23
H (1.22784, 0.87087, -2.55197)  0.26
H (2.11161, 0.26260, -1.03014)  0.23
H (-0.26422, -1.44948, 1.69634)  0.22
H (1.05443, -1.88302, 0.33217)  0.22
H (1.35903, -0.43487, 1.55769)  0.20
H (-1.42481, 0.23999, 2.13975)  0.21
H (-2.47374, 0.17239, 0.58203)  0.21
H (-1.60217, 1.61388, 0.91522)  0.23

(2)
DFT (the ωB97M-V functional and the def2-TZVPD basis) results for a molecular structure, C42H84O49S7 at a distorted geometry.

The value obtained for the LUMO energy is -0.190 eV. Its molar mass is 1597.55 g/mol. Its energy above the lowest of the compared OMol25 structures with the same formula, charge and spin is 89.1 kcal per mole. The value obtained for the orbital gap is 0.3741 Eh. The value obtained for the highest occupied orbital energy is -10.4 eV. The net charge is 0. As for the total energy: -221074.9442 eV. The largest force on an atom comes out at 6.675 eV/Å.

Each line ends with the Löwdin charge.
Element x y z (Å)
C (7.90849, -10.00382, 4.15648)  -0.06
C (6.78618, -9.03754, 3.73856)  -0.23
O (6.98103, -7.70436, 4.18837)  0.02
C (6.22053, -6.66545, 3.71280)  -0.48
O (6.46923, -5.45568, 3.79914)  0.10
O (5.04701, -7.11260, 3.13442)  -0.07
C (3.97413, -6.36309, 2.59823)  -0.04
H (7.90415, -11.04654, 3.83896)  0.08
H (7.77868, -10.13887, 5.23026)  0.07
H (8.90997, -9.58641, 4.05212)  0.08
H (5.82901, -9.37876, 4.13288)  0.12
H (6.73733, -8.96243, 2.65225)  0.12
H (4.25076, -5.73870, 1.74870)  0.09
H (3.75884, -5.66548, 3.40761)  0.10
H (3.10346, -6.97546, 2.36360)  0.10
C (-3.43557, 3.29011, 9.97443)  -0.06
C (-4.29249, 3.25814, 8.67963)  -0.17
O (-4.52403, 1.88524, 8.48070)  0.08
C (-3.88390, 1.25440, 7.62235)  -0.61
O (-2.99277, 1.65373, 6.83841)  0.07
O (-4.31203, -0.03428, 7.66542)  -0.01
C (-3.49933, -1.05472, 7.16328)  -0.07
H (-2.42626, 2.88045, 9.93464)  0.08
H (-3.89683, 2.82621, 10.84629)  0.07
H (-3.49158, 4.33385, 10.28357)  0.07
H (-3.64733, 3.73911, 7.94441)  0.12
H (-5.21488, 3.81437, 8.84661)  0.13
H (-4.05504, -1.50379, 6.34010)  0.10
H (-3.21344, -1.70018, 7.99380)  0.10
H (-2.55270, -0.74336, 6.72165)  0.09
C (7.43308, 2.86760, 4.02776)  -0.05
C (8.09847, 3.62439, 5.21011)  -0.16
O (8.10914, 5.08117, 4.95174)  0.05
C (7.19844, 5.79650, 5.54724)  -0.62
O (6.25359, 5.45008, 6.26571)  0.08
O (7.40988, 7.05991, 5.23678)  0.00
C (6.76695, 8.18667, 5.82812)  -0.03
H (7.47767, 1.80084, 4.24714)  0.08
H (7.97590, 3.04972, 3.10024)  0.07
H (6.42610, 3.27108, 3.92142)  0.08
H (9.14253, 3.32545, 5.30320)  0.12
H (7.60905, 3.33303, 6.13946)  0.11
H (7.41348, 8.92239, 6.30647)  0.09
H (6.03862, 7.83741, 6.55999)  0.09
H (6.27425, 8.74020, 5.02878)  0.09
C (-3.84501, 6.17473, -10.68305)  -0.06
C (-2.59115, 5.23860, -10.64863)  -0.16
O (-2.80087, 4.13781, -9.71018)  0.03
C (-1.81664, 3.31371, -9.40584)  -0.56
O (-0.70910, 3.20162, -10.01860)  0.06
O (-2.31198, 2.50328, -8.48438)  0.00
C (-1.53874, 1.42918, -7.96643)  -0.04
H (-3.77269, 7.10512, -11.24629)  0.08
H (-4.10278, 6.57839, -9.70391)  0.07
H (-4.67760, 5.52552, -10.95403)  0.07
H (-1.85728, 5.88860, -10.17215)  0.12
H (-2.25679, 4.87139, -11.61892)  0.13
H (-0.63634, 1.78945, -7.47248)  0.10
H (-0.97489, 0.87498, -8.71678)  0.09
H (-2.22502, 0.69742, -7.54022)  0.10
C (-4.20906, -9.97173, 3.66542)  -0.08
C (-3.29039, -8.80221, 3.51728)  -0.20
O (-2.34346, -8.72653, 4.61016)  0.00
C (-2.64470, -8.52153, 5.91307)  -0.51
O (-3.85776, -8.44655, 6.27575)  0.05
O (-1.54319, -8.54161, 6.67257)  -0.01
C (-1.58498, -8.33712, 8.08454)  -0.03
H (-4.98132, -9.80711, 4.41684)  0.07
H (-3.71605, -10.90260, 3.94564)  0.09
H (-4.74076, -10.11873, 2.72532)  0.08
H (-3.86436, -7.87979, 3.42899)  0.12
H (-2.63604, -8.76990, 2.64614)  0.12
H (-2.34237, -9.00868, 8.48885)  0.10
H (-1.79970, -7.30113, 8.34668)  0.10
H (-0.57503, -8.62182, 8.37957)  0.10
C (-8.62574, 0.73268, 2.19710)  -0.07
C (-9.91260, 0.07427, 1.94504)  -0.29
O (-9.94462, -0.32712, 0.63615)  0.01
C (-11.09691, -0.41158, -0.10893)  -0.52
O (-12.28764, -0.25166, 0.18956)  0.10
O (-10.60453, -0.93201, -1.22956)  0.00
C (-11.49667, -0.92463, -2.39022)  -0.02
H (-8.43634, 1.57328, 1.52955)  0.08
H (-7.76454, 0.08005, 2.05392)  0.09
H (-8.60020, 1.19426, 3.18421)  0.08
H (-10.77006, 0.70526, 2.17901)  0.13
H (-9.99775, -0.82636, 2.55308)  0.13
H (-11.71574, -1.91024, -2.80091)  0.09
H (-10.86452, -0.50181, -3.17105)  0.08
H (-12.37163, -0.27458, -2.38964)  0.10
C (-2.20634, 10.17015, -6.20111)  -0.07
C (-0.72515, 10.14709, -6.40890)  -0.22
O (-0.27349, 8.94314, -5.81356)  0.04
C (0.84202, 8.40905, -6.23988)  -0.54
O (1.65130, 8.91662, -7.02491)  0.09
O (0.95162, 7.11842, -5.74124)  -0.02
C (1.85837, 6.25422, -6.43159)  -0.06
H (-2.67982, 10.94723, -6.80117)  0.08
H (-2.58523, 10.34630, -5.19438)  0.08
H (-2.58885, 9.19113, -6.48974)  0.08
H (-0.20770, 10.99932, -5.96838)  0.13
H (-0.59325, 10.08571, -7.48915)  0.13
H (2.89517, 6.58090, -6.51172)  0.09
H (1.50142, 6.14628, -7.45582)  0.10
H (1.92664, 5.31246, -5.88705)  0.09
C (1.14013, -5.07980, -5.30999)  -0.25
C (2.13621, -6.23731, -5.10776)  -0.18
O (2.20601, -7.01400, -6.30791)  -0.21
S (1.18249, -6.26033, -7.43585)  0.81
O (-0.20599, -6.66285, -7.21192)  -0.26
O (1.69763, -6.34252, -8.82719)  -0.25
O (1.43608, -4.77397, -6.62034)  -0.19
H (1.47087, -4.20707, -4.74692)  0.14
H (0.09707, -5.25762, -5.04824)  0.13
H (1.73748, -6.96431, -4.40024)  0.13
H (3.11440, -5.84477, -4.82997)  0.13
C (7.36905, -3.40034, -1.82772)  -0.14
C (8.32814, -3.74670, -3.04775)  -0.19
O (7.86389, -2.95991, -4.08988)  -0.23
S (7.09021, -1.54815, -3.60443)  0.76
O (6.03997, -1.17806, -4.55643)  -0.24
O (8.15788, -0.62106, -3.34615)  -0.23
O (6.42445, -2.41213, -2.30776)  -0.22
H (7.89441, -2.98955, -0.96555)  0.12
H (6.84912, -4.32897, -1.59230)  0.12
H (8.16295, -4.74816, -3.44511)  0.13
H (9.39180, -3.61304, -2.85062)  0.12
C (7.14581, 6.60542, -2.18715)  -0.19
C (7.88506, 5.67983, -1.22019)  -0.18
O (7.02102, 5.54862, -0.11456)  -0.20
S (5.44087, 5.79052, -0.43614)  0.73
O (4.80471, 6.47842, 0.68093)  -0.24
O (4.84172, 4.49542, -0.78053)  -0.26
O (5.81865, 6.73062, -1.75102)  -0.20
H (7.11906, 6.10360, -3.15439)  0.13
H (7.55504, 7.61566, -2.19325)  0.13
H (8.86477, 6.11079, -1.01392)  0.13
H (8.06294, 4.76849, -1.79107)  0.13
C (-7.37436, -4.91645, -4.15064)  -0.19
C (-6.24771, -4.26343, -3.30114)  -0.14
O (-5.58917, -3.36426, -4.19963)  -0.21
S (-6.26815, -3.30656, -5.71260)  0.72
O (-5.49542, -4.02632, -6.70322)  -0.24
O (-6.61864, -1.92694, -6.02505)  -0.25
O (-7.60311, -4.19189, -5.32003)  -0.20
H (-8.34985, -4.87466, -3.66610)  0.13
H (-7.14460, -5.91875, -4.51216)  0.13
H (-5.62260, -4.92882, -2.70567)  0.13
H (-6.71230, -3.54995, -2.62055)  0.12
C (2.83667, 0.71939, 7.16801)  -0.23
C (3.19639, 0.97310, 8.62056)  -0.13
O (3.00720, -0.37921, 9.12818)  -0.23
S (3.44713, -1.55746, 8.01787)  0.73
O (2.60077, -2.72921, 8.14325)  -0.23
O (4.88948, -1.68294, 8.07800)  -0.24
O (2.94584, -0.60534, 6.78651)  -0.18
H (3.39343, 1.45005, 6.58128)  0.13
H (1.79995, 0.99388, 6.97318)  0.13
H (2.48706, 1.62768, 9.12698)  0.13
H (4.23444, 1.25482, 8.79719)  0.13
C (-4.33528, 3.47576, -3.70745)  -0.18
C (-5.04798, 3.35483, -2.34155)  -0.17
O (-4.33211, 4.15613, -1.42962)  -0.18
S (-3.18333, 5.05372, -2.15405)  0.68
O (-1.91017, 5.13577, -1.46077)  -0.23
O (-3.75575, 6.30790, -2.62103)  -0.24
O (-3.08531, 4.00022, -3.34786)  -0.21
H (-4.76922, 4.18085, -4.41641)  0.13
H (-4.17880, 2.52490, -4.21685)  0.14
H (-5.05310, 2.28485, -2.13366)  0.13
H (-6.03170, 3.71651, -2.64083)  0.13
C (0.56084, 0.20589, -0.59286)  -0.20
C (0.26685, 0.39355, 0.91000)  -0.16
O (-0.04163, -0.94633, 1.31331)  -0.22
S (-1.05350, -1.67314, 0.20545)  0.76
O (-2.37751, -1.23666, 0.59440)  -0.25
O (-0.80128, -3.11598, 0.08679)  -0.25
O (-0.42101, -0.68576, -1.02059)  -0.21
H (1.58727, -0.10090, -0.79388)  0.13
H (0.47490, 1.07845, -1.24045)  0.14
H (-0.47130, 1.15774, 1.15345)  0.13
H (1.12351, 0.64731, 1.53437)  0.13

(3)
DFT (the ωB97M-V functional and the def2-TZVPD basis) results for 4 unconnected molecules or ions with the total composition H7O3S at a distorted geometry.

The value obtained for the LUMO energy is 3.791 eV. Its molar mass is 87.12 g/mol. Its energy above the lowest of the compared OMol25 structures with the same formula, charge and spin is 14.6 kcal per mole. The value obtained for the orbital gap is 0.2668 Eh. The value obtained for the highest occupied orbital energy is -3.5 eV. The net charge is -1. As for the total energy: -17092.9924 eV. The largest force on an atom comes out at 1.627 eV/Å.

Each line ends with the natural charge from an NBO analysis.
Element x y z (Å)
S (0.15214, -0.99388, 0.38151)  -1.01
H (-1.10500, -1.44350, 0.22481)  0.09
H (0.39650, 1.32210, -0.05256)  0.50
H (-0.38141, 2.55464, -0.18618)  0.45
O (0.51052, 2.25239, -0.32889)  -0.98
H (-0.93894, -0.03912, 3.50346)  0.46
H (-0.68213, 0.39554, 2.05690)  0.50
O (-0.95788, 0.73144, 2.91154)  -1.00
H (-0.27871, -0.77909, -2.63472)  0.49
H (0.33065, -0.71687, -4.05807)  0.45
O (0.43218, -1.09971, -3.19574)  -0.94

Look up the total energy of the second one. -221074.9442 eV